Run w
Molecular formula: C26H29N5S2SeV
Method: DFT, ωB97M-V/def2-TZVPD

Cartesian coordinates (Å):
V -0.797 -0.115 1.160
C 1.086 4.901 3.423
N 0.750 4.378 2.123
C 1.416 4.615 0.935
C 0.747 3.983 -0.040
N -0.333 3.322 0.548
C -0.346 3.592 1.901
S -1.487 3.205 3.033
C -1.268 2.558 -0.181
C -1.711 3.105 -1.371
C -2.650 2.440 -2.141
C -3.182 1.258 -1.633
C -2.713 0.759 -0.446
N -1.695 1.330 0.274
H 1.858 5.660 3.316
H 1.436 4.105 4.080
H 0.198 5.339 3.878
H 2.311 5.208 0.880
H 0.961 3.897 -1.088
H -1.348 4.081 -1.665
H -2.999 2.846 -3.079
H -3.974 0.738 -2.154
H -3.140 -0.145 -0.021
C -2.082 -0.406 2.769
H -3.087 -0.116 2.432
H -1.900 0.193 3.666
H -2.119 -1.460 3.068
N 1.014 0.240 3.874
C 1.608 0.560 2.716
N 0.992 0.543 1.561
C 1.854 0.848 0.517
C 1.553 0.792 -0.840
C 2.523 1.151 -1.759
C 3.788 1.563 -1.344
C 4.118 1.574 0.001
C 3.150 1.197 0.915
S 3.289 1.050 2.651
H 0.100 -0.194 3.801
H 1.581 0.051 4.681
H 0.575 0.459 -1.171
H 2.297 1.104 -2.816
H 4.524 1.861 -2.079
H 5.110 1.849 0.336
C -1.338 -5.646 -3.953
C -0.946 -4.769 -2.793
C 0.355 -4.309 -2.644
C 0.743 -3.545 -1.548
C 2.170 -3.087 -1.433
C -0.207 -3.228 -0.566
Se 0.368 -2.292 1.018
C -1.536 -3.650 -0.719
C -2.601 -3.339 0.299
C -1.878 -4.413 -1.830
H -0.539 -5.688 -4.693
H -2.242 -5.273 -4.436
H -1.534 -6.663 -3.609
H 1.095 -4.559 -3.397
H 2.732 -3.325 -2.336
H 2.652 -3.567 -0.579
H 2.214 -2.011 -1.260
H -2.450 -2.359 0.749
H -2.570 -4.071 1.109
H -3.591 -3.376 -0.158
H -2.905 -4.752 -1.932

Computed properties:
total charge: 0
spin multiplicity: 4
gap between HOMO and LUMO (alpha / beta): 6.071 / 7.190 eV
LUMO (alpha / beta): 0.25 / 0.12 eV
E_HOMO (alpha / beta): -5.8 / -7.1 eV

=====

Run x
Molecular formula: C26H29N5S2SeV
Method: DFT, ωB97M-V/def2-TZVPD

Cartesian coordinates (Å):
V -1.122 -0.136 -0.809
C -2.724 -2.494 3.924
N -1.581 -1.738 3.438
C -0.254 -2.079 3.670
C 0.507 -1.174 3.053
N -0.360 -0.277 2.422
C -1.681 -0.617 2.673
S -3.091 0.150 2.217
C 0.091 0.918 1.810
C 1.239 1.559 2.260
C 1.605 2.743 1.652
C 0.792 3.273 0.661
C -0.320 2.551 0.289
N -0.645 1.360 0.817
H -2.462 -2.941 4.880
H -3.000 -3.273 3.212
H -3.563 -1.816 4.044
H 0.021 -2.947 4.241
H 1.573 -1.118 2.937
H 1.818 1.149 3.073
H 2.502 3.260 1.967
H 1.015 4.216 0.184
H -0.989 2.919 -0.483
C -1.688 -0.207 -2.866
H -2.293 0.675 -3.151
H -2.317 -1.072 -3.119
H -0.839 -0.229 -3.554
N -0.135 -3.267 0.361
C -1.433 -3.076 0.032
N -1.935 -1.947 -0.390
C -3.335 -2.074 -0.577
C -4.198 -1.068 -0.994
C -5.538 -1.361 -1.157
C -6.035 -2.642 -0.901
C -5.190 -3.643 -0.458
C -3.846 -3.334 -0.295
S -2.564 -4.379 0.242
H 0.543 -2.588 0.021
H 0.197 -4.218 0.350
H -3.839 -0.064 -1.181
H -6.212 -0.583 -1.488
H -7.085 -2.854 -1.053
H -5.565 -4.637 -0.249
C 5.527 3.947 -1.957
C 4.486 2.889 -1.689
C 4.790 1.737 -0.979
C 3.853 0.727 -0.769
C 4.278 -0.495 0.003
C 2.555 0.861 -1.293
Se 1.335 -0.600 -1.049
C 2.225 2.027 -1.996
C 0.873 2.261 -2.617
C 3.192 3.014 -2.174
H 6.478 3.690 -1.489
H 5.217 4.922 -1.576
H 5.703 4.060 -3.028
H 5.791 1.612 -0.574
H 5.293 -0.370 0.384
H 4.247 -1.390 -0.623
H 3.599 -0.688 0.838
H 0.123 1.559 -2.264
H 0.917 2.131 -3.701
H 0.531 3.280 -2.424
H 2.919 3.908 -2.731

Computed properties:
total charge: 0
spin multiplicity: 4
gap between HOMO and LUMO (alpha / beta): 6.373 / 7.194 eV
LUMO (alpha / beta): 0.27 / 0.27 eV
E_HOMO (alpha / beta): -6.1 / -6.9 eV

=====

Question: which arrangement is favored energetically? Ranking from most to least stable: run x, run w.

=====

Run w
Molecular formula: C16H24O12
Method: DFT, ωB97M-V/def2-TZVPD

Cartesian coordinates (Å):
C -10.793 16.398 13.247
C -10.121 17.621 13.819
C -8.619 17.690 13.598
O -8.387 18.974 13.021
C -9.566 19.597 12.780
O -9.659 20.678 12.299
O -10.592 18.815 13.149
H -11.828 16.330 13.575
H -10.236 15.509 13.555
H -10.813 16.379 12.156
H -10.422 17.718 14.863
H -8.273 16.934 12.884
H -8.004 17.554 14.487
C -5.052 17.420 12.582
C -3.965 17.616 11.543
C -2.564 17.234 12.074
O -2.203 16.077 11.316
C -3.179 15.764 10.431
O -3.130 14.827 9.703
O -4.184 16.648 10.499
H -5.020 16.444 13.068
H -6.003 17.661 12.106
H -4.951 18.107 13.431
H -4.012 18.621 11.133
H -2.694 16.973 13.120
H -1.769 17.961 11.928
C -2.015 13.922 14.143
C -1.758 12.595 14.805
C -1.144 12.715 16.217
O -2.083 12.063 17.071
C -3.157 11.655 16.360
O -4.123 11.152 16.825
O -2.985 11.896 15.038
H -1.080 14.419 13.872
H -2.605 14.636 14.714
H -2.499 13.750 13.175
H -1.161 11.958 14.154
H -1.044 13.739 16.573
H -0.187 12.201 16.291
C 0.981 17.127 13.555
C 0.385 17.235 14.938
C 0.376 18.672 15.517
O -0.992 18.937 15.796
C -1.759 17.920 15.383
O -2.940 17.850 15.477
O -1.000 16.896 14.907
H 2.054 17.289 13.562
H 0.439 17.783 12.869
H 0.771 16.130 13.152
H 0.893 16.583 15.650
H 0.828 19.390 14.832
H 0.925 18.733 16.457

Computed properties:
total charge: 0
SMILES: C[C@H]1COC(=O)O1.C[C@H]1COC(=O)O1.C[C@H]1COC(=O)O1.C[C@H]1COC(=O)O1
gap between HOMO and LUMO: 11.189 eV
LUMO: 0.15 eV
E_HOMO: -11.0 eV

=====

Run x
Molecular formula: C16H24O12
Method: DFT, ωB97M-V/def2-TZVPD

Cartesian coordinates (Å):
C 7.236 7.857 1.786
C 5.826 8.115 1.516
C 5.498 8.392 0.030
O 4.221 7.764 -0.170
C 3.939 6.805 0.778
O 2.914 6.123 0.730
O 4.964 6.913 1.715
H 7.393 7.636 2.842
H 7.816 8.712 1.437
H 7.654 7.028 1.215
H 5.285 8.722 2.243
H 6.174 7.881 -0.656
H 5.476 9.449 -0.238
C -1.758 -2.327 -3.736
C -0.451 -3.188 -3.743
C 0.705 -2.227 -3.529
O 1.411 -2.864 -2.455
C 0.782 -3.986 -2.113
O 1.240 -4.821 -1.453
O -0.384 -4.164 -2.761
H -2.096 -2.235 -2.704
H -2.684 -2.794 -4.072
H -1.766 -1.370 -4.260
H -0.245 -3.807 -4.616
H 0.307 -1.255 -3.237
H 1.262 -2.142 -4.462
C -5.891 -7.586 0.977
C -6.191 -6.181 0.346
C -5.015 -5.264 -0.026
O -5.396 -4.732 -1.314
C -6.348 -5.536 -1.778
O -6.915 -5.189 -2.804
O -6.721 -6.469 -0.951
H -6.731 -8.277 0.894
H -5.482 -7.679 1.983
H -5.127 -8.071 0.370
H -6.927 -5.529 0.816
H -4.027 -5.722 0.023
H -4.883 -4.428 0.662
C 1.604 1.860 3.294
C 0.155 1.532 2.838
C -0.248 1.784 1.329
O -0.407 0.434 0.794
C -0.372 -0.427 1.818
O -0.711 -1.604 1.680
O -0.002 0.154 2.969
H 2.397 1.341 2.756
H 1.790 1.672 4.352
H 1.778 2.935 3.339
H -0.525 2.090 3.481
H 0.627 2.338 0.991
H -1.151 2.340 1.075

Computed properties:
total charge: 0
SMILES: C[C@H]1COC(=O)O1.C[C@H]1COC(=O)O1.C[C@H]1COC(=O)O1.C[C@H]1COC(=O)O1
gap between HOMO and LUMO: 10.864 eV
LUMO: 0.53 eV
E_HOMO: -10.3 eV

=====

Question: which arrangement is favored energetically? Ranking from most to least stable: run w, run x.

=====

Run w
Molecular formula: CH7N3
Method: DFT, ωB97M-V/def2-TZVPD

Cartesian coordinates (Å):
H -1.128 -1.769 -2.956
N -1.028 -1.111 -2.218
C -1.162 -1.420 -0.925
N -1.193 -0.264 -0.181
H -1.240 -2.411 -0.436
H -2.022 -0.218 0.384
H -1.108 0.619 -0.805
N 2.802 2.111 2.698
H 3.740 2.121 2.456
H 2.535 3.030 3.015
H 2.125 1.998 1.795

Computed properties:
total charge: 0
SMILES: [H]/N=C/N.N
gap between HOMO and LUMO: 10.163 eV
LUMO: 1.07 eV
E_HOMO: -9.1 eV

=====

Run x
Molecular formula: CH7N3
Method: DFT, ωB97M-V/def2-TZVPD

Cartesian coordinates (Å):
N 0.367 -0.223 0.217
N 1.424 0.710 0.283
H 2.059 0.458 1.062
H 0.478 -1.002 0.881
H 0.354 -0.718 -1.600
H 1.586 1.042 -0.683
C -1.002 0.277 0.104
N -1.983 -0.232 0.753
H -1.844 -1.101 1.281
H -1.116 1.280 -0.295
H -0.324 -0.492 -2.004

Computed properties:
total charge: 0
gap between HOMO and LUMO: 9.157 eV
LUMO: 1.07 eV
E_HOMO: -8.1 eV

=====

Question: which arrangement is favored energetically? Ranking from most to least stable: run w, run x.